No. 1
Computed, not measured: a cluster of 13 separate species, C79H156F21N6O19S5 in total in a non-equilibrium geometry, with ωB97M-V/def2-TZVPD.

The geometry in XYZ format:
```
286
Properties=species:S:1:pos:R:3
C 10.827 0.554 -3.015
C 9.417 -0.107 -3.370
C 8.169 0.805 -3.496
C 8.135 1.648 -4.756
N 7.018 2.753 -4.791
C 7.239 3.586 -6.116
C 6.260 3.039 -7.107
C 5.554 1.785 -6.472
C 5.653 2.142 -4.930
C 7.074 3.717 -3.526
C 8.363 4.377 -3.032
C 8.941 5.334 -4.066
H 10.902 1.309 -2.233
H 11.116 1.096 -3.915
H 11.641 -0.159 -2.881
H 9.243 -0.704 -2.475
H 9.657 -0.811 -4.167
H 8.160 1.362 -2.560
H 7.341 0.102 -3.398
H 7.931 1.016 -5.620
H 9.136 2.010 -4.988
H 7.044 4.654 -6.023
H 8.264 3.456 -6.464
H 5.519 3.719 -7.530
H 6.770 2.602 -7.965
H 4.582 1.625 -6.938
H 6.172 0.925 -6.731
H 5.074 3.005 -4.600
H 5.610 1.374 -4.158
H 6.605 3.189 -2.696
H 6.405 4.543 -3.772
H 9.105 3.717 -2.583
H 8.139 5.060 -2.213
H 9.677 4.900 -4.744
H 9.487 6.199 -3.689
H 8.200 5.854 -4.674
C -2.392 -11.992 -8.861
C -1.410 -11.213 -7.947
C -1.992 -11.106 -6.493
C -1.177 -10.098 -5.606
N -1.561 -10.163 -4.126
C -3.122 -9.955 -3.932
C -3.370 -9.677 -2.445
C -2.006 -8.970 -2.059
C -1.229 -8.894 -3.367
C -1.073 -11.493 -3.436
C 0.403 -11.456 -2.864
C 0.882 -12.842 -2.421
H -2.002 -12.171 -9.863
H -3.371 -11.542 -9.026
H -2.556 -12.994 -8.466
H -1.193 -10.238 -8.383
H -0.473 -11.766 -7.886
H -2.413 -11.989 -6.012
H -2.882 -10.497 -6.648
H -1.277 -9.073 -5.962
H -0.121 -10.258 -5.821
H -3.438 -10.931 -4.301
H -3.522 -9.160 -4.561
H -3.582 -10.513 -1.779
H -4.254 -9.042 -2.382
H -1.544 -9.677 -1.370
H -2.034 -7.958 -1.654
H -0.142 -8.864 -3.290
H -1.422 -8.003 -3.966
H -1.316 -12.315 -4.110
H -1.611 -11.724 -2.516
H 0.427 -10.778 -2.011
H 1.034 -11.131 -3.692
H 1.891 -12.894 -2.011
H 0.787 -13.554 -3.241
H 0.178 -13.051 -1.615
C -10.847 4.487 -2.434
C -11.474 3.142 -2.068
C -11.379 1.983 -3.151
C -12.355 0.764 -2.750
N -12.606 -0.238 -3.920
C -13.634 -1.346 -3.423
C -14.351 -1.844 -4.686
C -14.228 -0.638 -5.623
C -13.389 0.446 -5.008
C -11.284 -0.872 -4.504
C -10.721 -1.879 -3.522
C -9.235 -2.166 -3.919
H -11.128 5.361 -1.845
H -11.316 4.731 -3.387
H -9.868 4.435 -2.909
H -12.513 3.326 -1.797
H -10.860 2.781 -1.243
H -10.397 1.529 -3.012
H -11.587 2.309 -4.170
H -13.336 1.187 -2.536
H -11.952 0.207 -1.904
H -13.322 -2.183 -2.799
H -14.303 -0.780 -2.773
H -13.818 -2.692 -5.116
H -15.354 -2.124 -4.365
H -13.739 -0.964 -6.541
H -15.131 -0.134 -5.969
H -12.686 0.974 -5.652
H -14.121 1.142 -4.598
H -10.646 -0.017 -4.726
H -11.445 -1.310 -5.489
H -11.270 -2.818 -3.457
H -10.712 -1.460 -2.516
H -8.558 -1.392 -3.557
H -9.146 -2.267 -5.000
H -8.973 -3.028 -3.306
C 9.134 1.894 7.292
C 8.818 0.787 6.249
C 9.172 -0.570 6.905
C 8.807 -1.758 5.918
N 9.403 -3.172 6.337
C 10.918 -3.096 5.971
C 11.186 -3.870 4.643
C 9.837 -4.230 4.095
C 8.932 -4.231 5.295
C 9.044 -3.652 7.739
C 7.494 -3.830 7.936
C 7.123 -4.581 9.191
H 9.342 2.911 6.957
H 10.100 1.700 7.758
H 8.380 1.895 8.078
H 9.364 0.926 5.317
H 7.750 0.717 6.042
H 8.705 -0.684 7.883
H 10.235 -0.623 7.143
H 9.049 -1.619 4.864
H 7.743 -1.933 6.075
H 11.449 -3.552 6.807
H 11.206 -2.061 5.788
H 11.839 -4.725 4.814
H 11.646 -3.168 3.948
H 9.787 -5.172 3.549
H 9.518 -3.477 3.374
H 8.772 -5.202 5.763
H 8.001 -3.825 4.898
H 9.511 -2.872 8.340
H 9.571 -4.576 7.976
H 7.173 -4.503 7.142
H 7.040 -2.841 7.861
H 7.822 -5.418 9.198
H 6.119 -4.988 9.314
H 7.203 -4.055 10.143
C -0.707 13.489 3.273
C 0.192 12.323 2.869
C 0.724 11.586 4.135
C 1.432 10.262 3.742
N 2.214 9.492 4.846
C 2.622 8.031 4.283
C 3.958 7.709 5.115
C 4.368 8.950 5.975
C 3.562 10.094 5.332
C 1.319 9.153 6.118
C -0.049 8.477 5.961
C -0.756 8.250 7.272
H -1.546 13.134 3.871
H -1.201 13.808 2.355
H -0.171 14.183 3.920
H 1.130 12.494 2.339
H -0.307 11.668 2.155
H 0.029 11.427 4.960
H 1.509 12.210 4.563
H 2.222 10.396 3.003
H 0.620 9.574 3.508
H 1.930 7.236 4.561
H 2.862 8.186 3.231
H 3.784 6.811 5.708
H 4.728 7.344 4.436
H 4.053 8.763 7.002
H 5.437 9.127 5.857
H 3.472 10.953 5.997
H 4.092 10.441 4.444
H 1.230 10.166 6.511
H 1.961 8.592 6.798
H 0.026 7.498 5.489
H -0.502 9.216 5.299
H -0.713 9.246 7.713
H -0.221 7.456 7.792
H -1.761 7.864 7.104
C -4.348 1.921 3.420
C -3.526 0.701 3.115
C -2.250 0.809 2.193
C -1.591 -0.621 2.108
N -0.268 -0.617 1.224
C 0.477 -1.964 1.496
C 1.931 -1.713 1.504
C 2.107 -0.131 1.686
C 0.677 0.498 1.752
C -0.510 -0.334 -0.297
C -1.625 -1.109 -0.980
C -1.604 -0.854 -2.463
H -4.945 1.692 4.303
H -4.988 2.172 2.575
H -3.624 2.688 3.696
H -4.263 0.052 2.642
H -3.227 0.256 4.064
H -1.544 1.534 2.599
H -2.442 1.084 1.156
H -2.310 -1.340 1.713
H -1.350 -0.955 3.117
H 0.148 -2.695 0.757
H 0.145 -2.325 2.469
H 2.367 -2.145 0.603
H 2.301 -2.154 2.430
H 2.692 0.264 0.856
H 2.596 0.105 2.632
H 0.591 1.467 1.261
H 0.485 0.579 2.822
H 0.479 -0.526 -0.714
H -0.739 0.730 -0.354
H -2.478 -0.669 -0.463
H -1.822 -2.140 -0.684
H -1.259 0.155 -2.688
H -2.600 -1.098 -2.832
H -0.886 -1.584 -2.837
C -0.466 3.371 -11.268
O -1.601 2.722 -10.756
O 0.016 2.556 -12.272
C -0.807 4.911 -11.624
F -1.239 5.691 -10.660
F 0.347 5.412 -11.890
F -1.614 5.099 -12.754
C -1.869 2.924 -9.308
C -3.212 2.154 -9.116
H -3.881 2.274 -9.968
H -3.067 1.077 -9.207
H -3.769 2.390 -8.209
H -2.133 3.969 -9.150
H -1.075 2.738 -8.585
H 0.376 3.479 -10.584
C 0.212 7.333 -1.433
O -0.968 7.588 -0.606
O 0.699 6.014 -1.286
C -0.017 7.851 -2.958
F 1.143 8.065 -3.594
F -0.634 7.018 -3.768
F -0.723 9.043 -2.985
C -2.172 6.912 -1.100
C -2.986 6.854 0.190
H -2.674 5.925 0.667
H -2.964 7.717 0.855
H -4.018 6.802 -0.157
H -2.012 5.938 -1.565
H -2.636 7.448 -1.928
H 0.850 8.103 -1.001
C 5.578 -6.467 -4.457
F 6.224 -7.334 -5.233
F 4.731 -7.175 -3.580
F 6.488 -5.726 -3.828
S 4.497 -5.202 -5.512
O 4.097 -4.119 -4.625
O 5.409 -4.772 -6.560
O 3.447 -6.037 -6.057
C 2.112 1.133 10.721
F 2.236 -0.165 10.342
F 0.940 1.361 11.304
F 3.168 1.410 11.502
S 2.287 2.085 9.051
O 3.313 1.289 8.330
O 0.968 2.105 8.360
O 2.684 3.449 9.407
C -9.416 -4.168 2.802
F -8.577 -3.771 1.725
F -8.790 -5.076 3.537
F -9.582 -3.031 3.470
S -11.108 -4.804 1.893
O -10.762 -5.726 0.814
O -11.781 -5.456 3.010
O -11.719 -3.520 1.450
C 1.169 -8.571 4.931
F 1.476 -9.161 6.106
F 0.058 -9.106 4.397
F 0.907 -7.204 5.280
S 2.681 -8.721 3.798
O 2.783 -10.185 3.446
O 2.299 -7.941 2.646
O 3.752 -8.101 4.582
C -10.922 1.577 9.811
F -9.712 1.936 9.852
F -11.636 2.781 9.609
F -11.137 0.718 8.796
S -11.571 0.634 11.357
O -12.866 0.015 11.058
O -10.520 -0.333 11.694
O -11.699 1.763 12.261
```

Summary:
charge = -1
E_HOMO = -3.5 eV
Kohn-Sham gap = 3.194 eV
calculated total energy = -8949.1679 Eh



No. 2
Computed, not measured: a structure of composition C5H6O, with ωB97M-V/def2-TZVPD.

The geometry in XYZ format:
```
12
Properties=species:S:1:pos:R:3
O -1.450 1.735 0.945
C -0.731 1.074 0.224
C -1.110 -0.058 -0.706
C -0.067 -0.769 0.173
C 1.295 -0.443 -0.269
C 0.640 0.648 0.533
H -2.156 -0.352 -0.623
H -0.792 0.050 -1.748
H -0.352 -1.507 0.913
H 1.538 -0.387 -1.329
H 2.073 -0.897 0.342
H 1.130 1.029 1.424
```

Summary:
ΔE to the lowest compared entry with this formula, charge and spin = 175.6 kJ/mol
E_HOMO = -9.3 eV
Kohn-Sham gap = 10.290 eV
calculated total energy = -269.2794 Eh